# 1
{
  "formula": "C4H15N3O",
  "method": "ωB97M-V with the def2-TZVPD basis set",
  "e_tot_ha": -400.57513,
  "total_charge": 1,
  "s2": 0.754,
  "max_force_ev_per_a": 2.28,
  "lumo_ev": [-2.974, -7.570],
  "multiplicity": 2,
  "relative_energy_kcal_mol": 13.2,
  "gap_ev": [10.3, 5.7],
  "species": ["C", "N", "C", "N", "C", "N", "C", "H", "H", "H", "H", "H", "H", "H", "H", "H", "H", "H", "H", "H", "H", "H", "O"],
  "positions_angstrom": [[-0.525, 1.230, 0.556], [-1.381, 0.304, 1.281], [-0.893, -0.981, 1.739], [-1.575, -2.039, 1.066], [-0.443, 0.858, -0.927], [0.741, 0.040, -1.140], [1.015, -0.196, -2.553], [0.427, 1.229, 1.076], [-0.953, 2.209, 0.789], [-2.388, 0.318, 1.119], [0.182, -1.010, 1.581], [-0.986, -0.967, 2.829], [-1.123, -2.938, 1.147], [-2.553, -2.118, 1.298], [-1.336, 0.257, -1.169], [-0.587, 1.723, -1.569], [0.605, -0.830, -0.689], [0.228, -0.676, -3.145], [1.236, 0.760, -3.031], [1.918, -0.789, -2.631], [2.219, 1.168, 0.268], [3.507, 0.993, 1.027], [2.665, 1.455, 1.079]],
  "mulliken_charge": [-0.7034, 0.0578, -0.4924, -0.4876, -0.5448, -0.2914, -1.0548, 0.4038, 0.2949, 0.3117, 0.4583, 0.3399, 0.2366, 0.2127, 0.4350, 0.5768, 0.1881, 0.3479, 0.3557, 0.3470, 0.3593, 0.3146, -0.6659]
}

# 2
{
  "formula": "C25H19BaI2N7O11",
  "method": "ωB97M-V with the def2-TZVPD basis set",
  "e_tot_ha": -2796.08975,
  "total_charge": -2,
  "max_force_ev_per_a": 0.45,
  "lumo_ev": 3.601,
  "relative_energy_kcal_mol": 6.8,
  "gap_ev": 6.8,
  "species": ["Ba", "O", "C", "C", "C", "C", "C", "C", "C", "O", "N", "N", "C", "C", "C", "C", "C", "C", "C", "O", "H", "H", "H", "H", "H", "H", "H", "H", "H", "H", "O", "C", "O", "C", "C", "C", "C", "C", "C", "O", "N", "O", "O", "N", "O", "O", "H", "H", "I", "I", "C", "N", "C", "C", "O", "N", "C", "N", "H", "H", "H", "H", "H", "H", "H"],
  "positions_angstrom": [[0.785, 0.770, -0.138], [-5.657, -0.790, -1.279], [-5.315, 0.470, -1.613], [-6.285, 1.255, -2.239], [-6.003, 2.557, -2.607], [-4.748, 3.103, -2.359], [-3.787, 2.326, -1.737], [-4.046, 1.015, -1.352], [-2.941, 0.254, -0.686], [-1.861, 0.824, -0.417], [-3.236, -1.014, -0.399], [-2.173, -1.683, 0.185], [-2.323, -2.168, 1.358], [-1.266, -2.788, 2.138], [-1.545, -3.924, 2.903], [-0.587, -4.516, 3.697], [0.685, -3.925, 3.754], [0.975, -2.778, 3.058], [0.010, -2.136, 2.224], [0.257, -1.036, 1.633], [-4.850, -1.193, -0.852], [-7.255, 0.811, -2.427], [-6.769, 3.151, -3.094], [-4.520, 4.119, -2.654], [-2.795, 2.711, -1.542], [-3.318, -2.037, 1.787], [-2.540, -4.356, 2.844], [-0.809, -5.412, 4.262], [1.455, -4.377, 4.371], [1.950, -2.310, 3.119], [3.399, 1.298, 1.369], [3.520, 1.812, 0.252], [3.397, 1.192, -0.854], [3.665, 3.314, 0.162], [4.855, 3.957, 0.056], [4.884, 5.366, -0.033], [3.717, 6.097, -0.011], [2.507, 5.445, 0.125], [2.392, 4.016, 0.196], [1.315, 3.369, 0.233], [1.321, 6.285, 0.180], [0.377, 5.916, 0.848], [1.349, 7.357, -0.421], [6.141, 6.052, -0.143], [6.148, 7.278, -0.199], [7.169, 5.384, -0.166], [5.785, 3.407, 0.033], [3.741, 7.173, -0.091], [-0.578, -2.376, -1.242], [1.301, -3.405, -3.302], [2.444, -0.901, -5.871], [1.494, -0.149, -5.085], [0.060, -0.338, -5.136], [-0.387, 0.367, -3.849], [-1.540, 0.587, -3.567], [0.737, 0.734, -3.134], [1.787, 0.391, -3.874], [3.046, 0.601, -3.498], [1.903, -1.440, -6.646], [2.968, -1.645, -5.263], [3.164, -0.237, -6.358], [-0.212, -1.395, -5.092], [-0.395, 0.134, -6.008], [3.231, 0.991, -2.565], [3.791, 0.160, -4.004]],
  "mulliken_charge": [1.9270, -0.7075, 0.5269, -0.6571, -0.2422, -0.8385, -0.5617, 0.2578, 0.5888, -0.6031, -0.8433, -0.0623, -0.3816, 0.5775, -0.4600, -0.5919, -0.3537, -0.6134, -0.1832, -0.5837, 0.5803, 0.4018, 0.3398, 0.3933, 0.4859, 0.3920, 0.3860, 0.3487, 0.3495, 0.4500, -0.6526, -0.9485, -0.8949, 1.2631, -0.3897, -0.3009, -0.3419, -0.4596, 0.6832, -0.5751, 0.9520, -0.5514, -0.6457, 1.0101, -0.6762, -0.6744, 0.5218, 0.5555, 0.2900, -0.5813, -1.1740, 0.1681, -0.2141, -0.0986, -0.5269, -0.0559, 0.1142, -0.2233, 0.3858, 0.3426, 0.3435, 0.2390, 0.2965, 0.2901, 0.2074]
}